Entry 1:
The following is a DFT calculation (ωB97M-V/def2-TZVPD) of C27H108F4MnN2O35S4 as an isolated structure in a non-equilibrium geometry.

XYZ file:
```
181
Properties=species:S:1:pos:R:3:mulliken_charge:R:1
Mn 4.024 -1.133 -0.210 2.127
N 1.901 -0.504 -0.461 0.524
S 1.174 0.635 0.437 -1.388
O -0.026 0.319 1.108 0.170
O 1.237 1.778 -0.395 -0.153
F 2.155 0.777 1.612 -0.244
S 0.891 -1.517 -1.232 -0.484
O -0.393 -1.059 -1.605 0.137
O 1.010 -2.885 -0.779 -0.723
F 1.692 -1.601 -2.653 -0.514
N 5.572 0.273 0.511 -0.156
S 6.938 -0.518 0.982 0.576
O 8.191 0.114 0.878 -0.586
O 6.667 -1.845 0.563 -0.560
F 6.559 -0.591 2.479 -0.059
S 5.287 1.798 0.809 0.289
O 5.692 2.168 2.098 -0.473
O 3.974 2.038 0.391 -0.188
F 6.210 2.551 -0.268 -0.313
C -2.423 3.727 -4.435 0.338
O -1.205 3.061 -4.257 -0.542
H -2.331 4.407 -5.234 0.431
H -3.210 2.943 -4.504 -0.765
H -2.700 4.348 -3.576 0.290
H -0.494 3.678 -4.067 0.265
C -0.813 6.378 2.248 -0.780
O -1.408 5.164 2.803 -0.403
H -0.018 6.188 1.574 0.247
H -1.562 7.006 1.666 0.272
H -0.460 6.844 3.126 0.358
H -2.304 5.369 3.165 0.276
C 7.515 -0.390 -2.603 -0.588
O 6.447 -0.592 -3.486 -0.468
H 8.522 -0.371 -2.974 0.527
H 7.364 0.545 -2.108 0.191
H 7.513 -1.191 -1.803 0.080
H 6.726 -1.036 -4.275 0.234
C -6.050 3.983 -4.231 -0.758
O -5.350 3.010 -3.412 -0.634
H -6.232 4.782 -3.557 0.368
H -5.451 4.307 -5.088 0.255
H -7.033 3.638 -4.699 0.249
H -5.116 2.159 -3.818 0.330
C 4.587 -4.247 -0.174 -0.819
O 4.465 -3.061 -1.000 0.197
H 5.414 -4.874 -0.627 0.282
H 4.788 -3.986 0.884 0.071
H 3.713 -4.890 -0.214 0.315
H 4.009 -3.315 -1.819 0.132
C -2.498 -2.656 2.018 -0.501
O -1.338 -1.897 2.456 0.847
H -3.370 -2.101 2.297 -0.062
H -2.450 -2.782 0.912 0.170
H -2.553 -3.617 2.496 0.407
H -1.119 -1.309 1.687 -0.202
C 3.601 0.719 -2.789 -0.550
O 4.238 -0.366 -2.115 0.885
H 2.566 0.499 -2.626 0.054
H 3.911 1.667 -2.325 0.035
H 3.898 0.695 -3.813 0.464
H 4.959 -0.573 -2.736 -0.186
C -5.205 4.176 3.938 -0.650
O -4.255 4.733 3.030 -0.608
H -4.972 3.129 4.072 0.194
H -5.143 4.666 4.932 0.325
H -6.242 4.258 3.589 0.245
H -4.039 4.132 2.261 0.524
C 2.535 -2.493 2.265 -0.422
O 3.618 -1.677 1.795 1.418
H 2.849 -3.535 2.273 0.377
H 2.231 -2.321 3.233 0.293
H 1.747 -2.479 1.558 -0.464
H 4.107 -1.365 2.591 0.027
C 1.163 4.630 -1.945 0.020
O 0.407 5.145 -3.121 -0.610
H 2.088 5.216 -1.841 0.299
H 0.621 4.751 -0.933 0.026
H 1.288 3.583 -2.162 -0.028
H -0.135 5.880 -2.764 0.294
C 5.676 2.852 6.239 -0.765
O 4.978 2.565 5.067 -0.218
H 4.963 2.665 7.052 0.228
H 6.625 2.266 6.345 0.229
H 5.981 3.903 6.169 0.350
H 5.238 3.202 4.419 0.220
C 1.424 3.447 3.519 -0.778
O 0.126 2.919 3.427 -0.170
H 2.131 2.715 3.284 0.082
H 1.525 4.280 2.862 0.353
H 1.696 3.667 4.546 0.378
H -0.418 3.728 3.301 0.284
C 5.046 -1.710 5.227 -0.909
O 4.178 -1.264 4.183 -0.190
H 5.659 -0.844 5.556 0.126
H 4.423 -2.107 6.058 0.343
H 5.556 -2.516 4.778 0.292
H 3.356 -0.889 4.593 0.312
C -0.076 -4.363 3.821 -0.222
O 0.089 -4.384 2.411 -0.422
H -0.487 -3.415 4.114 -0.064
H -0.763 -5.212 4.099 0.247
H 0.902 -4.384 4.364 0.224
H -0.102 -3.464 2.080 0.109
C -4.845 -0.379 -4.876 -0.381
O -4.606 0.987 -5.109 -0.598
H -4.177 -0.745 -4.129 -0.019
H -5.907 -0.478 -4.527 0.324
H -4.656 -1.016 -5.733 0.338
H -3.601 1.111 -5.051 0.297
C 1.915 0.762 5.722 -0.172
O 1.956 -0.297 4.827 -0.416
H 1.122 1.504 5.418 -0.102
H 1.772 0.476 6.782 0.313
H 2.873 1.237 5.602 -0.064
H 1.037 -0.692 4.911 0.143
C -5.770 -0.020 2.521 -0.461
O -5.608 0.618 1.259 -0.153
H -4.815 -0.109 3.128 0.027
H -6.468 0.519 3.060 0.380
H -6.096 -1.037 2.308 -0.021
H -4.876 1.248 1.397 0.439
C -5.808 -4.006 0.879 -0.752
O -4.928 -3.195 0.093 -0.277
H -6.242 -3.316 1.599 0.206
H -6.644 -4.445 0.330 0.292
H -5.249 -4.745 1.465 0.269
H -5.388 -2.499 -0.369 0.199
C -6.966 3.313 -0.297 -0.580
O -5.690 2.974 -0.893 -0.457
H -7.469 4.104 -0.820 0.356
H -7.641 2.401 -0.350 0.216
H -6.718 3.591 0.764 0.059
H -5.735 2.988 -1.876 0.471
C 4.739 -2.348 -5.786 -0.065
O 5.969 -1.763 -6.348 -0.578
H 4.730 -1.891 -4.807 -0.281
H 3.857 -2.085 -6.339 0.345
H 4.946 -3.379 -5.803 0.325
H 5.956 -1.934 -7.317 0.278
C -0.785 -0.043 -5.627 -0.535
O -1.735 0.495 -4.728 -0.292
H 0.234 0.319 -5.418 0.195
H -0.857 -1.116 -5.468 0.098
H -1.012 0.146 -6.692 0.314
H -1.672 1.452 -4.671 0.373
C -0.720 -3.536 -4.046 -0.222
O 0.101 -4.244 -3.153 -0.440
H -1.797 -3.656 -3.722 0.062
H -0.508 -2.452 -4.019 -0.255
H -0.463 -3.919 -5.016 0.465
H -0.132 -4.101 -2.169 0.163
C -4.066 -0.388 -1.299 0.337
O -5.450 -0.619 -1.228 -0.692
H -3.885 0.678 -1.353 0.091
H -3.565 -0.780 -0.435 -0.123
H -3.691 -0.804 -2.227 -0.056
H -5.843 0.041 -0.620 0.326
C -2.996 -5.825 -2.039 -0.656
O -2.751 -4.613 -1.337 -0.215
H -2.309 -6.612 -1.638 0.232
H -4.058 -6.047 -1.972 0.311
H -2.778 -5.692 -3.183 0.189
H -3.556 -4.164 -1.008 0.265
C -2.507 2.394 0.964 -0.657
O -3.968 2.549 1.222 -0.712
H -1.913 3.241 1.041 0.742
H -2.079 1.682 1.675 0.167
H -2.336 2.102 -0.077 0.166
H -4.376 2.691 0.355 0.151
C -1.619 0.173 5.549 -0.558
O -0.970 -1.119 5.285 -0.648
H -2.688 -0.035 5.467 0.374
H -1.396 0.403 6.598 0.309
H -1.349 1.072 4.945 0.034
H -1.155 -1.388 4.324 0.206
C 3.530 -5.686 -3.281 -0.907
O 3.124 -4.384 -2.997 -0.148
H 3.064 -6.442 -2.660 0.333
H 3.248 -5.909 -4.364 0.249
H 4.666 -5.779 -3.177 0.280
H 2.152 -4.287 -2.954 0.194
```

Values from the calculation:
Lowest unoccupied orbital energy (spin up / spin down): 0.0142 / 0.0142 Ha
F_max: 3.289 eV/Å
E_HOMO (spin up / spin down): -9.465 / -9.511 eV
Frontier orbital gap (spin up / spin down): 9.9 / 9.9 eV
DFT total energy: -6979.2733 a.u.
Energy relative to the best compared isomer or geometry (same formula, charge and spin): 0.0 kJ/mol
Multiplicity: 6

***

Entry 2:
The following is a DFT calculation (ωB97M-V/def2-TZVPD) of C27H10F15GeIN3O3PmS as an isolated structure in a non-equilibrium geometry.

XYZ file:
```
62
Properties=species:S:1:pos:R:3:mulliken_charge:R:1
Pm 0.399 -0.763 2.030 1.219
N -1.114 -2.876 2.171 -0.384
C -0.992 -3.718 3.370 -0.491
C -0.199 -3.022 4.418 0.347
O -0.223 -3.464 5.611 -0.750
N 0.424 -1.908 4.126 -0.025
C 1.703 -1.564 4.739 -0.356
C 2.425 -0.727 3.671 0.407
O 1.803 0.404 3.430 -0.564
O 3.408 -1.180 3.084 -0.615
H -2.082 -2.558 2.055 0.164
H -0.906 -3.353 1.286 0.291
H -0.456 -4.658 3.187 0.219
H -1.992 -3.918 3.801 0.295
H 2.291 -2.408 5.166 0.330
H 1.519 -0.961 5.658 0.265
F 2.096 -0.025 0.608 0.010
C 2.508 0.829 -0.402 -0.478
C 1.745 1.022 -1.509 0.193
C 1.941 2.199 -2.210 0.709
F 1.008 2.536 -3.124 -0.298
C 2.952 3.101 -1.843 0.026
F 2.954 4.323 -2.361 -0.280
C 3.793 2.837 -0.743 0.411
F 4.614 3.803 -0.287 -0.276
C 3.604 1.633 -0.050 -0.116
F 4.369 1.357 0.999 -0.255
Ge 0.445 -0.397 -2.197 0.765
S 0.160 -1.946 -0.611 -0.626
C 1.022 -1.136 -3.912 -0.071
C 2.334 -0.995 -4.406 0.276
F 3.157 -0.121 -3.789 -0.187
C 2.797 -1.852 -5.432 0.102
F 4.053 -1.723 -5.950 -0.287
C 2.000 -2.848 -5.959 0.471
F 2.528 -3.785 -6.721 -0.268
C 0.631 -2.859 -5.655 0.152
F -0.259 -3.550 -6.376 -0.261
C 0.184 -2.006 -4.629 0.270
F -1.132 -1.962 -4.385 -0.295
C -1.304 0.579 -2.242 0.222
C -1.981 0.816 -1.057 0.115
F -1.353 0.755 0.134 0.292
C -3.306 1.244 -1.058 -0.400
F -4.009 1.214 0.076 -0.169
C -3.892 1.756 -2.226 0.337
F -5.096 2.340 -2.250 -0.289
C -3.165 1.637 -3.430 0.126
F -3.591 2.349 -4.508 -0.275
C -1.920 0.974 -3.421 0.190
F -1.234 0.873 -4.576 -0.322
I -5.313 1.173 3.850 0.128
C -3.356 1.743 3.562 -0.211
C -2.897 3.053 3.764 -0.247
C -1.520 3.249 3.685 -0.717
C -0.706 2.282 3.131 -0.148
N -1.163 1.044 2.876 -0.006
C -2.490 0.762 3.078 -0.183
H -3.588 3.877 3.994 0.417
H -1.095 4.217 3.906 0.372
H 0.352 2.537 2.951 0.409
H -2.887 -0.233 2.902 0.318
```

Values from the calculation:
Lowest unoccupied orbital energy (spin up / spin down): -0.0336 / -0.0333 Ha
F_max: 5.037 eV/Å
E_HOMO (spin up / spin down): -8.371 / -8.384 eV
Frontier orbital gap (spin up / spin down): 7.5 / 7.5 eV
DFT total energy: -6304.0473 a.u.
Energy relative to the best compared isomer or geometry (same formula, charge and spin): 0.0 kJ/mol
Multiplicity: 5

***

Entry 3:
The following is a DFT calculation (ωB97M-V/def2-TZVPD) of C27H10F4N7OOsPSe2 as an isolated structure in a non-equilibrium geometry.

XYZ file:
```
53
Properties=species:S:1:pos:R:3:mulliken_charge:R:1
Os 1.623 0.130 2.093 1.058
Se 0.886 -0.257 -0.280 -0.192
P 1.940 1.592 -0.762 0.611
Se 2.714 1.994 1.288 -0.117
C 3.258 1.210 -1.900 0.860
C 4.597 1.257 -1.524 -0.238
C 5.573 0.924 -2.452 -0.759
C 5.207 0.530 -3.730 -0.455
C 3.866 0.490 -4.105 -0.713
C 2.885 0.827 -3.192 -0.463
C 1.011 2.992 -1.341 0.744
C -0.379 3.034 -1.255 -0.323
C -1.050 4.147 -1.735 -0.659
C -0.334 5.204 -2.285 -0.454
C 1.055 5.164 -2.353 -0.703
C 1.737 4.056 -1.885 -0.433
H 4.898 1.565 -0.531 0.289
H 6.616 0.975 -2.173 0.441
H 5.971 0.253 -4.445 0.424
H 3.590 0.201 -5.109 0.433
H 1.842 0.810 -3.489 0.378
H -0.933 2.208 -0.827 0.307
H -2.129 4.188 -1.688 0.412
H -0.863 6.067 -2.666 0.421
H 1.603 5.994 -2.778 0.420
H 2.819 4.018 -1.949 0.392
O 1.923 -1.767 2.888 -0.565
N 2.996 -1.236 2.366 0.208
C 4.148 -1.788 2.219 1.088
C 5.137 -1.008 1.536 -0.223
N 5.852 -0.333 0.945 -0.293
C 4.384 -3.116 2.684 -0.064
N 4.560 -4.185 3.059 -0.219
F -1.791 -2.002 0.944 -0.210
C -3.052 -2.176 1.351 0.331
C -3.810 -3.119 0.756 0.019
F -3.282 -3.846 -0.200 -0.261
C -5.185 -3.346 1.146 0.136
C -5.647 -2.539 2.254 0.342
C -4.869 -1.605 2.848 -0.053
F -5.360 -0.895 3.845 -0.271
C -3.528 -1.351 2.415 0.564
C -2.729 -0.374 3.007 0.353
C -1.428 -0.089 2.588 1.038
N -0.337 0.274 2.425 -0.750
C -3.112 0.439 4.125 -0.470
N -3.331 1.151 4.998 -0.404
F -6.871 -2.707 2.687 -0.251
C -5.997 -4.231 0.493 1.372
C -7.360 -4.469 0.852 -0.195
N -8.467 -4.686 1.070 -0.327
C -5.575 -4.991 -0.643 -0.219
N -5.273 -5.580 -1.582 -0.357
```

Values from the calculation:
Lowest unoccupied orbital energy (spin up / spin down): -0.3419 / -0.3419 Ha
F_max: 1.246 eV/Å
E_HOMO (spin up / spin down): -14.696 / -14.697 eV
Frontier orbital gap (spin up / spin down): 5.4 / 5.4 eV
DFT total energy: -7126.9717 a.u.
Net charge: +2